[1]
Below is a molecular structure, CsF in a non-equilibrium geometry, with properties calculated with ωB97M-V/def2-TZVPD.

The geometry in ORCA input format:
```
! RIJCOSX wB97M-V def2-TZVPD def2/J DEFGRID3
* xyz 0 1
Cs -0.9734 0.2363 -0.5289
F 0.9734 -0.2363 0.5289
*
```

Results
Orbital gap: 0.32203 Ha
LUMO energy: -0.32 eV

[2]
Below is a molecular structure, CsH2O, with properties calculated with ωB97M-V/def2-TZVPD.

The geometry in ORCA input format:
```
! RIJCOSX wB97M-V def2-TZVPD def2/J DEFGRID3
* xyz 1 1
H 0.5152 1.4195 -1.0204
Cs -0.0035 -2.4969 2.9231
H -0.6476 0.4703 -1.2177
O 0.1359 0.6072 -0.6850
*
```

Results
Orbital gap: 0.38810 Ha
LUMO energy: -4.02 eV

[3]
Below is a molecular structure, CuF3 in a non-equilibrium geometry, with properties calculated with ωB97M-V/def2-TZVPD.

The geometry in ORCA input format:
```
! RIJCOSX wB97M-V def2-TZVPD def2/J DEFGRID3
* xyz -1 2
F 0.2696 -1.8078 -0.7962
Cu 0.8819 0.2039 0.2077
F -0.7287 0.3501 1.7682
F -0.4228 1.2538 -1.1797
*
```

Results
Orbital gap (spin up / spin down): 0.30267 / 0.24240 Ha
LUMO energy (spin up / spin down): 2.14 / 0.79 eV

Sequential E output: -3265.4298, -2622.4045, -52790.5948 eV
Sequential energy relative to the best compared isomer or geometry (same formula, charge and spin) output: 1.7, 6.4, 59.7 kcal/mol